w | The following is a quantum chemistry calculation of a 2-piece molecular cluster, C2H10NS2 overall, from the Open Molecules 2025 dataset.

net charge = +1
HOMO-LUMO gap = 7.93 eV
E_HOMO = -11.8 eV
spin multiplicity = 1
lowest unoccupied orbital energy = -3.861 eV

Atoms and positions in Å:
C  -0.595  0.200  3.339
N  -1.403  0.236  2.092
H  -0.892  0.945  4.047
H  0.398  0.375  2.913
H  -0.570  -0.771  3.795
H  -2.190  -0.479  2.294
H  -2.025  1.150  1.799
H  -0.992  -0.305  1.350
C  1.314  1.191  -2.125
S  0.687  0.385  -0.483
S  -0.179  -1.261  -1.299
H  0.562  1.999  -2.344
H  2.267  1.551  -1.876
H  1.304  0.415  -2.893
H  -0.489  -0.842  -2.506

***

x | The following is a quantum chemistry calculation of a 2-piece molecular cluster, C2H10NS2 overall, from the Open Molecules 2025 dataset.

net charge = +1
HOMO-LUMO gap = 9.77 eV
E_HOMO = -13.1 eV
spin multiplicity = 1
lowest unoccupied orbital energy = -3.337 eV

Atoms and positions in Å:
S  1.248  -2.398  0.923
S  2.513  -0.808  1.409
H  1.391  -3.101  2.056
H  1.816  -0.353  2.464
C  -1.843  0.868  -0.303
N  -0.581  0.078  -0.400
C  0.523  0.770  -1.129
H  -2.532  0.346  0.348
H  -1.602  1.852  0.077
H  -2.273  0.952  -1.295
H  -0.771  -0.820  -0.842
H  -0.248  -0.173  0.538
H  0.167  1.073  -2.109
H  1.357  0.088  -1.200
H  0.834  1.626  -0.536

***

Energy comparison, zero being the most stable, in kJ/mol: w 125.3; x 0.0.